Entry 1:
{
  "formula": "C10H31IrNOP2",
  "method": "the ωB97M-V functional and the def2-TZVPD basis",
  "symbols": ["Ir", "H", "H", "P", "P", "C", "H", "H", "H", "C", "H", "H", "H", "C", "H", "H", "H", "C", "H", "H", "H", "C", "H", "H", "H", "C", "H", "H", "H", "H", "H", "C", "N", "C", "C", "C", "O", "H", "H", "H", "H", "H", "H", "H", "H", "H"],
  "positions_angstrom": [[0.000000, 0.000000, 0.000000], [0.956545, 0.474177, 3.238787], [0.384711, -0.008096, 3.375938], [1.889318, 1.277461, -0.531501], [-1.625937, -1.662222, 0.291053], [-3.397183, -1.137722, 0.204580], [-4.086059, -2.000804, 0.224085], [-3.613486, -0.469474, 1.054642], [-3.547896, -0.565209, -0.725702], [-1.560732, -3.025991, -0.953324], [-0.572383, -3.508770, -0.891693], [-2.358313, -3.770665, -0.781656], [-1.670158, -2.590549, -1.960119], [-1.578914, -2.597654, 1.891095], [-1.799725, -1.905297, 2.721174], [-2.314307, -3.422060, 1.899627], [-0.565908, -3.008324, 2.034677], [2.738782, 0.758602, -2.087939], [3.627299, 1.382127, -2.292702], [3.031437, -0.298973, -1.988820], [2.026195, 0.842668, -2.924965], [1.661609, 3.093566, -0.796371], [1.332704, 3.554491, 0.149803], [2.589100, 3.581413, -1.145390], [0.862719, 3.241176, -1.542226], [3.278702, 1.236215, 0.695158], [3.535144, 0.183963, 0.902444], [4.170878, 1.766774, 0.316922], [2.947206, 1.708415, 1.635557], [1.118116, -1.332829, -0.125557], [-0.376567, 0.016862, -1.546553], [-3.034300, 3.701367, 0.545524], [-2.097046, 2.590056, 0.417316], [-1.900719, 2.030783, -0.901696], [-1.427327, 2.098291, 1.523131], [-1.626125, 2.688505, 2.902594], [-0.628848, 1.154023, 1.487544], [-3.496075, 3.985403, -0.423863], [-2.508547, 4.601097, 0.928633], [-3.864968, 3.420432, 1.227436], [-0.856278, 2.121582, -1.196691], [-2.186411, 0.982872, -0.903547], [-2.507294, 2.536368, -1.681907], [-2.000914, 1.896404, 3.584390], [-0.650546, 3.055510, 3.284372], [-2.339190, 3.531377, 2.954060]],
  "atomic_forces_ev_per_a": [[0.93, -0.78, 1.14], [-0.42, -0.53, 0.27], [0.64, 0.36, 0.02], [3.05, 0.55, -1.27], [-1.33, -3.01, -0.23], [0.40, 0.84, -0.10], [0.52, 0.27, 0.01], [-0.01, -0.27, -0.25], [-0.17, -0.35, 0.27], [0.33, 0.45, -0.13], [-0.39, 0.11, -0.02], [0.35, 0.44, 0.07], [0.01, -0.23, 0.34], [0.51, 0.61, 0.08], [0.11, -0.31, -0.27], [0.25, 0.46, -0.26], [-0.40, 0.13, -0.03], [-0.52, -0.22, 0.07], [-0.44, -0.24, 0.25], [-0.03, 0.40, -0.07], [0.32, -0.03, 0.26], [-0.94, -0.21, 0.23], [0.18, -0.08, -0.31], [-0.33, -0.47, 0.17], [0.44, 0.13, 0.14], [-0.62, -0.34, 0.34], [-0.05, 0.42, -0.07], [-0.55, -0.18, -0.05], [0.18, -0.20, -0.32], [-0.46, 0.71, 0.72], [-0.25, -0.02, -1.14], [-0.19, 0.03, -0.54], [-3.05, 2.31, -4.86], [-0.96, 1.14, -0.38], [-2.18, 4.01, 5.53], [-0.28, 0.26, -0.23], [3.81, -4.69, -0.83], [0.57, -0.51, 0.52], [-0.17, -0.50, 0.22], [0.56, 0.14, 0.05], [0.05, -0.01, 0.08], [0.00, -0.13, 0.06], [0.26, -0.10, 0.75], [0.31, 0.39, -0.16], [-0.45, -0.26, 0.00], [0.41, -0.48, -0.06]],
  "lowdin_charge": [0.94, 0.05, 0.05, 0.64, 0.64, -0.23, 0.08, 0.06, 0.04, -0.24, 0.06, 0.07, 0.06, -0.22, 0.05, 0.08, 0.06, -0.24, 0.07, 0.06, 0.05, -0.22, 0.06, 0.08, 0.04, -0.23, 0.06, 0.07, 0.05, 0.00, -0.05, 0.03, -0.01, -0.05, -0.53, 0.00, -0.32, 0.12, 0.14, 0.14, 0.04, 0.03, 0.14, 0.10, 0.10, 0.08],
  "homo_lumo_gap_ev": [6.30, 6.15],
  "lumo_ev": [-6.18, -10.98],
  "spin_multiplicity": 6,
  "charge": 2,
  "homo_ev": [-12.48, -17.13],
  "s2": 8.764
}

=====

Entry 2:
{
  "formula": "C35H38Cl2N8O4RuSe",
  "method": "the ωB97M-V functional and the def2-TZVPD basis",
  "symbols": ["Ru", "Cl", "C", "C", "C", "N", "C", "O", "C", "C", "C", "C", "C", "N", "C", "C", "C", "Cl", "N", "C", "O", "C", "C", "C", "C", "C", "N", "H", "H", "H", "H", "H", "H", "H", "H", "H", "H", "C", "O", "C", "O", "N", "N", "H", "H", "H", "H", "H", "H", "C", "C", "C", "C", "N", "C", "Se", "N", "C", "C", "C", "C", "C", "C", "C", "C", "C", "C", "H", "H", "H", "H", "H", "H", "H", "H", "H", "H", "H", "H", "H", "H", "H", "H", "H", "H", "H", "H", "H", "H"],
  "positions_angstrom": [[0.612323, -0.207049, 2.449878], [4.240614, 0.985557, 8.054712], [3.788696, 0.763970, 6.405105], [2.512117, 0.293173, 6.126237], [2.137477, 0.093939, 4.808461], [0.915672, -0.424299, 4.366979], [-0.160136, -0.686562, 5.151812], [-0.168412, -0.815564, 6.357666], [-1.451105, -0.790362, 4.356039], [-2.642298, -0.903015, 5.051325], [-3.827274, -0.986949, 4.340608], [-3.772567, -0.976690, 2.956747], [-2.543766, -0.865913, 2.331326], [-1.400686, -0.758303, 3.006161], [3.051085, 0.420748, 3.762292], [4.329944, 0.860669, 4.058148], [4.693449, 1.038022, 5.384368], [6.276164, 1.618853, 5.742244], [2.556738, 0.153820, 2.506228], [3.246797, -0.116319, 1.371828], [4.205335, 0.441402, 0.897702], [2.630265, -1.378560, 0.806059], [3.205074, -2.025542, -0.266742], [2.678129, -3.244278, -0.671161], [1.592932, -3.761637, 0.010678], [1.047595, -3.035093, 1.059221], [1.559604, -1.880732, 1.463793], [1.838558, 0.059821, 6.936065], [-2.599925, -0.926609, 6.130996], [-4.774828, -1.068620, 4.854636], [-4.667959, -1.055286, 2.357884], [-2.461480, -0.876334, 1.249423], [5.022352, 1.102002, 3.264940], [4.063705, -1.576147, -0.741177], [3.118294, -3.785430, -1.497956], [1.164751, -4.717427, -0.252649], [0.183749, -3.394518, 1.602415], [-1.522232, 4.956899, 3.606444], [-0.503724, 4.030352, 3.988492], [-0.238564, 2.961103, 3.255643], [0.584754, 2.153379, 3.622618], [-0.941415, 2.805819, 2.091483], [-0.549989, 1.715543, 1.309244], [-1.596570, 5.657648, 4.431971], [-2.479090, 4.452049, 3.468365], [-1.234305, 5.504808, 2.706251], [-1.337435, 3.604299, 1.618810], [0.101425, 1.981228, 0.572342], [-1.360967, 1.291291, 0.867249], [2.642878, 0.708925, -2.840333], [2.184138, 1.944781, -2.073587], [1.022083, 2.690035, -2.730261], [-0.367795, 2.094599, -2.524750], [-0.576110, 0.809291, -3.166817], [-0.675950, -0.390626, -2.547448], [-0.533723, -0.743698, -0.734709], [-0.853128, -1.337447, -3.492475], [-0.998022, -2.765495, -3.243176], [-2.356061, -3.182337, -2.688812], [-3.564775, -2.849664, -3.562898], [-4.019716, -1.393886, -3.501648], [-0.859008, -0.740276, -4.746547], [-1.027278, -1.258949, -6.022279], [-1.006366, -0.359071, -7.073064], [-0.835899, 1.011129, -6.861468], [-0.676689, 1.531286, -5.589646], [-0.691170, 0.627774, -4.537001], [3.614979, 0.380744, -2.479881], [2.745917, 0.930327, -3.903956], [1.954658, -0.129038, -2.729615], [3.023854, 2.637103, -1.994593], [1.923277, 1.668963, -1.045607], [1.223547, 2.781881, -3.800581], [0.974651, 3.712693, -2.346153], [-1.129342, 2.778324, -2.908887], [-0.568594, 1.927929, -1.466719], [-0.195341, -3.062955, -2.565765], [-0.824713, -3.254225, -4.203018], [-2.487969, -2.747344, -1.695328], [-2.298304, -4.265052, -2.550469], [-4.393451, -3.480745, -3.235790], [-3.365967, -3.140255, -4.599163], [-4.079391, -1.053904, -2.465837], [-5.008446, -1.283103, -3.944694], [-3.352673, -0.719494, -4.037042], [-1.174333, -2.314382, -6.198404], [-1.130556, -0.724253, -8.082087], [-0.830998, 1.679030, -7.710533], [-0.551069, 2.592233, -5.430151]],
  "atomic_forces_ev_per_a": [[1.03, 0.21, 0.27], [-0.04, 0.00, 0.03], [-0.23, -0.07, 0.13], [0.19, 0.02, 0.24], [0.27, 0.04, -0.40], [0.39, -0.09, -0.76], [-0.20, -0.15, -0.02], [-0.08, 0.11, 0.03], [-0.05, -0.16, 0.11], [0.07, -0.05, -0.04], [0.03, 0.00, -0.02], [-0.02, -0.03, 0.00], [-0.08, -0.08, -0.28], [0.45, 0.15, 0.57], [-0.34, -0.23, 0.54], [0.14, 0.17, 0.14], [0.06, 0.00, -0.26], [0.03, 0.00, -0.05], [-0.77, 0.77, 0.38], [-0.05, -0.46, 0.07], [0.15, -0.10, -0.05], [0.15, -0.21, -0.54], [-0.10, -0.01, 0.15], [-0.03, -0.06, 0.03], [0.07, -0.01, 0.06], [-0.10, -0.29, 0.19], [-0.61, 0.88, -0.02], [0.03, 0.00, -0.04], [0.00, 0.01, 0.00], [-0.02, 0.00, 0.01], [-0.02, -0.01, -0.02], [-0.01, 0.05, 0.03], [0.01, -0.01, 0.00], [0.04, 0.06, -0.03], [0.00, -0.01, -0.01], [-0.04, -0.01, -0.01], [-0.03, 0.04, -0.02], [-0.05, 0.07, -0.01], [0.07, 0.02, 0.09], [0.05, 0.18, 0.06], [-0.16, -0.58, -0.09], [-0.07, -0.01, -0.08], [-0.15, -0.18, -0.39], [-0.01, -0.02, -0.04], [0.01, 0.01, 0.00], [-0.01, -0.01, 0.01], [0.01, -0.02, 0.07], [-0.02, 0.02, 0.10], [0.07, 0.03, -0.02], [0.01, -0.03, 0.03], [-0.04, 0.00, -0.01], [-0.03, 0.03, -0.01], [-0.01, 0.08, 0.05], [-0.02, -0.22, 0.07], [0.08, 0.08, 0.07], [-0.07, -0.01, -0.14], [0.08, 0.17, 0.09], [-0.04, -0.14, -0.07], [0.04, -0.01, 0.02], [-0.01, -0.03, -0.02], [-0.01, 0.02, 0.00], [-0.05, 0.22, -0.10], [0.00, 0.00, 0.03], [0.00, -0.02, -0.01], [0.00, 0.02, 0.00], [-0.01, -0.02, 0.02], [0.01, -0.17, -0.16], [0.08, -0.04, 0.05], [0.00, 0.00, -0.04], [-0.05, -0.03, -0.01], [0.00, 0.00, 0.00], [0.00, -0.01, 0.02], [-0.01, 0.03, -0.02], [0.00, -0.01, 0.03], [0.01, -0.03, 0.00], [0.00, 0.05, -0.04], [-0.05, 0.01, 0.03], [0.03, -0.02, 0.05], [0.02, 0.00, -0.01], [0.00, -0.01, 0.01], [0.01, -0.01, 0.01], [0.00, 0.01, -0.02], [-0.01, 0.01, 0.04], [-0.02, 0.01, -0.02], [0.02, 0.02, -0.01], [0.00, -0.03, 0.00], [0.00, -0.02, -0.03], [0.00, 0.02, -0.02], [0.01, 0.04, 0.01]],
  "lowdin_charge": [1.29, 0.70, -0.67, -0.02, -0.19, -0.03, -0.43, 0.10, -0.16, 0.02, -0.03, -0.04, -0.14, -0.02, -0.21, -0.02, -0.68, 0.70, -0.05, -0.45, 0.12, -0.20, 0.01, -0.03, -0.05, -0.15, -0.03, 0.11, 0.13, 0.12, 0.11, 0.04, 0.11, 0.13, 0.12, 0.12, 0.12, -0.04, 0.02, -0.55, 0.09, 0.03, -0.03, 0.10, 0.10, 0.10, 0.14, 0.06, 0.02, -0.09, -0.24, -0.18, -0.14, -0.01, -0.64, 0.79, -0.02, -0.15, -0.20, -0.24, -0.09, -0.16, 0.00, -0.06, -0.06, 0.00, -0.15, 0.07, 0.08, 0.05, 0.11, 0.08, 0.11, 0.12, 0.13, 0.06, 0.10, 0.12, 0.07, 0.12, 0.11, 0.11, 0.07, 0.08, 0.06, 0.11, 0.11, 0.11, 0.11],
  "relative_energy_kcal_mol": 54.3,
  "homo_lumo_gap_ev": [6.63, 5.96],
  "lumo_ev": [-2.91, -3.96],
  "spin_multiplicity": 2,
  "charge": 1,
  "homo_ev": [-9.54, -9.93],
  "s2": 0.762
}

=====

Entry 3:
{
  "formula": "C4H9N3",
  "method": "the ωB97M-V functional and the def2-TZVPD basis",
  "symbols": ["C", "C", "C", "N", "N", "C", "N", "H", "H", "H", "H", "H", "H", "H", "H", "H"],
  "positions_angstrom": [[-1.881843, -0.687198, 0.723567], [1.804488, -0.169705, -0.003054], [-0.701139, 0.159521, 0.242583], [2.526316, 0.449849, -0.922458], [-0.288834, -0.289512, -1.093854], [1.161396, -0.385715, 1.060261], [-0.806121, 1.489128, 0.259352], [3.292808, -0.037104, -1.366324], [2.190046, 1.347733, -1.265267], [-0.048739, 0.505799, -1.675708], [-0.836639, -1.012100, -1.544845], [-1.383647, 1.812120, 1.031146], [1.569965, -0.489875, 2.045687], [-1.634980, -1.751551, 0.741195], [-2.219745, -0.359820, 1.706525], [-2.743334, -0.581569, 0.061197]],
  "atomic_forces_ev_per_a": [[0.74, -0.46, 0.86], [0.93, 0.60, 1.94], [-3.22, 2.30, -3.52], [-0.58, -0.52, 0.13], [0.42, 0.05, 0.41], [1.01, -0.62, -1.22], [0.84, -1.75, 0.63], [-0.44, 0.20, -0.31], [0.46, -0.27, 0.17], [-0.62, -0.27, 0.02], [0.01, 0.36, 0.22], [0.16, -0.17, 0.23], [-0.25, 0.34, 0.36], [0.06, 0.05, 0.23], [0.17, -0.16, 0.12], [0.32, 0.30, -0.27]],
  "lowdin_charge": [-0.06, -0.23, -0.60, 0.11, 0.01, 0.04, 0.06, 0.11, 0.12, 0.07, 0.08, 0.02, 0.05, 0.07, 0.07, 0.08],
  "relative_energy_kcal_mol": 115.1,
  "homo_lumo_gap_ev": 8.70,
  "lumo_ev": 0.82,
  "smiles": "[H]/N=C(\\C)N.C#CN",
  "charge": 0,
  "homo_ev": -7.88
}

=====

Entry 4:
{
  "formula": "CHClO2S",
  "method": "the ωB97M-V functional and the def2-TZVPD basis",
  "symbols": ["C", "O", "O", "S", "Cl", "H"],
  "positions_angstrom": [[0.119480, -0.951281, -0.067412], [-0.724650, -0.051237, -0.563994], [1.129792, -0.795217, 0.540755], [-0.477902, 1.620721, -0.706778], [0.292702, 2.114369, 1.087814], [-0.339421, -1.937355, -0.290386]],
  "atomic_forces_ev_per_a": [[0.38, -1.32, 0.31], [-0.84, 1.41, -0.49], [-0.02, 0.35, -0.27], [0.49, -0.85, 0.46], [-0.22, 0.20, -0.11], [0.21, 0.22, 0.11]],
  "lowdin_charge": [-0.46, -0.47, 0.06, 0.55, 0.17, 0.15],
  "relative_energy_kcal_mol": 1.0,
  "homo_lumo_gap_ev": 9.42,
  "lumo_ev": -0.14,
  "smiles": "O=COSCl",
  "charge": 0,
  "homo_ev": -9.56
}

=====

The records above yield DFT total energy values of -35803.55510 -149992.17212 -8759.53543 -28504.79262 eV, respectively.